{
  "formula": "C8H12BNO",
  "method": "the ωB97M-V functional and the def2-TZVPD basis",
  "elements": ["B", "C", "C", "C", "C", "C", "C", "C", "C", "N", "O", "H", "H", "H", "H", "H", "H", "H", "H", "H", "H", "H", "H"],
  "xyz": [[-0.7104, 0.2744, -0.1293], [-1.0766, -0.8480, 2.0520], [-0.1177, -0.6541, 2.9792], [-1.3422, 0.3919, 1.3325], [0.3303, 0.7201, 2.9484], [-0.8274, -0.4311, -2.2587], [-0.4785, 1.3531, 2.0581], [0.5312, 0.3105, -2.0610], [1.6386, -0.7761, -2.1339], [0.4274, 0.8258, -0.6833], [-1.3573, -0.5584, -1.0191], [-1.3881, -1.7622, 1.6453], [0.4717, -1.4353, 3.6592], [-2.3223, 0.7073, 1.1763], [1.1816, 1.1342, 3.4498], [-1.6329, 0.2480, -2.8078], [-0.6044, -1.4498, -2.6780], [-0.3856, 2.4336, 1.9225], [0.8363, 1.0768, -2.7968], [2.4587, -0.5265, -1.5738], [1.9151, -0.8673, -3.1453], [1.3775, -1.6765, -1.7130], [1.0749, 1.5099, -0.2232]],
  "atomic_forces_ev_per_a": [[-0.7, -0.7, 1.0], [0.7, -0.4, 0.3], [2.2, -2.0, 1.6], [2.3, 1.2, 0.2], [-1.4, 0.0, -0.9], [-0.4, 1.8, -2.7], [1.1, 1.3, 0.8], [1.6, -0.9, 0.2], [-1.4, 2.1, -0.8], [0.6, 1.4, 0.0], [-1.0, -0.6, 2.4], [-0.7, -1.3, 0.0], [-1.7, 1.5, -1.8], [-2.0, 0.3, -0.1], [0.0, 0.2, 0.4], [1.8, -1.7, 0.1], [-0.7, 1.1, -0.2], [-0.3, -0.3, -0.4], [-0.7, -0.1, 0.3], [2.3, 1.2, 1.2], [0.5, -0.5, -1.3], [-1.2, -2.3, 0.7], [-0.9, -1.3, -1.1]],
  "smiles": "C[C@H]1COB(C2C=CC=C2)N1",
  "homo_ev": -8.3,
  "relative_energy_kj_mol": 0.0,
  "molar_mass_g_mol": 149.00,
  "total_charge": 0,
  "e_tot_ev": -12704.78762
}